<w>
Here is a cluster of 2 separate species, C6H7N in total from OMol25. Energies are from ωB97M-V/def2-TZVPD.

Calculated values
HOMO-LUMO gap = 7.77 eV
M = 93.13 g mol⁻¹

Each line ends with the Löwdin charge.
Atoms and positions in Å:
N (-0.361, 3.229, -1.002)  0.104
C (-0.313, 2.121, -0.643)  -0.251
C (-0.257, 0.792, -0.194)  -0.326
C (0.894, 0.274, 0.535)  -0.202
C (0.860, -1.206, 0.380)  -0.075
C (-0.207, -1.551, -0.344)  -0.054
C (-1.059, -0.372, -0.735)  -0.147
H (0.020, 0.728, 1.359)  0.170
H (1.828, 0.833, 0.577)  0.139
H (0.713, 0.385, 2.007)  0.182
H (1.606, -1.869, 0.801)  0.109
H (-0.466, -2.573, -0.604)  0.113
H (-1.188, -0.315, -1.823)  0.122
H (-2.070, -0.476, -0.313)  0.117

***

<x>
Here is an isolated molecule of C6H7N from OMol25. Energies are from ωB97M-V/def2-TZVPD.

Calculated values
HOMO-LUMO gap = 7.43 eV
M = 93.13 g mol⁻¹

Each line ends with the Löwdin charge.
Atoms and positions in Å:
C (0.734, 0.242, -1.277)  -0.123
C (1.403, -0.984, -1.063)  0.113
C (1.194, -1.199, 0.511)  -0.369
C (-0.132, -0.498, 0.831)  -0.092
C (-0.321, 0.357, -0.377)  -0.260
C (-1.439, 1.241, -0.589)  -0.049
N (2.028, -1.696, 1.296)  0.146
H (0.927, 0.707, -2.245)  0.100
H (-0.941, -1.147, 0.905)  0.109
H (-0.113, 0.050, 1.690)  0.093
H (-2.411, 0.920, -0.246)  0.080
H (-1.456, 1.453, -1.643)  0.077
H (-1.367, 2.280, -0.068)  0.137
H (1.892, -1.725, 2.276)  0.037

***

Energy above the most stable structure, in eV: <w> 0.687; <x> 0.000

***

<w>
Here is an isolated molecule of C6H7N from OMol25. Energies are from ωB97M-V/def2-TZVPD.

Calculated values
HOMO-LUMO gap = 8.73 eV
M = 93.13 g mol⁻¹

Each line ends with the Löwdin charge.
Atoms and positions in Å:
C (0.369, -1.090, -0.602)  -0.057
C (-0.547, -0.162, 0.208)  -0.562
C (-0.351, 1.354, 0.033)  -0.034
C (-1.119, -0.560, 1.501)  0.162
C (-1.985, -0.539, 0.292)  -0.097
C (-3.189, -0.094, -0.213)  -0.215
N (-4.076, 0.572, -0.493)  0.166
H (0.641, -0.579, -1.534)  0.064
H (-0.077, -2.155, -0.888)  0.120
H (1.372, -1.282, -0.108)  0.087
H (-0.962, 1.739, -0.864)  0.114
H (0.676, 1.579, -0.242)  0.071
H (-0.780, 1.779, 0.916)  0.071
H (-1.119, -0.917, 2.547)  0.111

***

<x>
Here is an isolated molecule of C6H7N from OMol25. Energies are from ωB97M-V/def2-TZVPD.

Calculated values
HOMO-LUMO gap = 10.53 eV
M = 93.13 g mol⁻¹

Each line ends with the Löwdin charge.
Atoms and positions in Å:
C (-0.358, -0.539, 1.308)  -0.079
C (-0.198, -0.324, -0.200)  -0.400
C (0.589, 0.972, -0.514)  -0.172
C (-0.235, 2.144, -0.189)  -0.227
N (-0.924, 3.037, 0.069)  0.147
C (1.412, -1.692, -0.590)  0.172
C (0.223, -1.609, -1.064)  -0.177
H (0.605, -0.537, 1.830)  0.085
H (-0.979, 0.262, 1.726)  0.081
H (-0.846, -1.495, 1.511)  0.084
H (-1.192, -0.194, -0.626)  0.134
H (1.520, 1.024, 0.063)  0.123
H (0.863, 1.017, -1.572)  0.124
H (-0.479, -2.067, -1.754)  0.104

***

Energy above the most stable structure, in eV: <w> 0.064; <x> 0.000

***

<w>
Here is a cluster of 6 separate species, C2H16O6 in total from OMol25. Energies are from ωB97M-V/def2-TZVPD.

Calculated values
HOMO-LUMO gap = 10.72 eV
M = 136.14 g mol⁻¹

Each line ends with the Löwdin charge.
Atoms and positions in Å:
C (-0.246, -18.993, 0.289)  -0.084
C (0.828, -19.231, 1.370)  -0.305
O (0.385, -18.738, 2.656)  -0.098
H (0.182, -19.340, -0.652)  0.071
H (-0.700, -18.002, 0.320)  0.074
H (-1.069, -19.671, 0.513)  0.065
H (1.817, -18.787, 1.260)  0.106
H (1.037, -20.298, 1.456)  0.101
H (-0.348, -19.317, 2.877)  0.070
O (10.990, -17.659, -0.721)  -0.052
H (11.257, -16.780, -0.992)  0.030
H (11.388, -18.241, -1.369)  0.031
O (6.293, -14.732, 1.350)  -0.049
H (6.507, -13.900, 0.926)  0.031
H (5.509, -14.544, 1.865)  0.034
O (7.296, -18.608, 0.938)  -0.047
H (6.901, -17.738, 0.895)  0.020
H (8.071, -18.548, 0.379)  0.022
O (7.239, -21.355, 3.841)  -0.054
H (7.099, -20.819, 3.061)  0.017
H (6.460, -21.206, 4.378)  0.027
O (9.836, -15.844, 3.123)  -0.049
H (10.186, -16.480, 2.499)  0.023
H (9.113, -15.424, 2.658)  0.015

***

<x>
Here is a cluster of 6 separate species, C2H16O6 in total from OMol25. Energies are from ωB97M-V/def2-TZVPD.

Calculated values
HOMO-LUMO gap = 10.49 eV
M = 136.14 g mol⁻¹

Each line ends with the Löwdin charge.
Atoms and positions in Å:
C (1.028, -0.380, -2.297)  -0.078
C (-0.460, -0.162, -2.396)  -0.300
O (-0.695, 0.923, -3.291)  -0.084
H (1.514, 0.538, -2.038)  0.068
H (1.350, -1.037, -1.505)  0.039
H (1.516, -0.786, -3.183)  0.082
H (-0.920, 0.060, -1.429)  0.086
H (-1.006, -0.997, -2.838)  0.112
H (-0.744, 1.794, -2.894)  0.081
O (-1.758, -1.582, 2.132)  -0.047
H (-1.015, -2.045, 1.729)  0.029
H (-1.488, -1.415, 3.041)  0.056
O (2.133, 1.528, 0.645)  -0.078
H (2.468, 2.317, 1.070)  0.028
H (1.380, 1.197, 1.158)  -0.020
O (1.019, -1.354, 1.047)  -0.035
H (1.918, -1.681, 0.934)  0.072
H (0.657, -1.370, 0.163)  0.018
O (-2.023, 0.831, 0.671)  -0.067
H (-2.183, -0.072, 0.993)  0.004
H (-2.828, 1.194, 0.295)  0.041
O (0.299, 1.021, 2.721)  -0.059
H (0.417, 0.073, 2.609)  0.009
H (-0.580, 1.405, 2.664)  0.044

***

Energy above the most stable structure, in eV: <w> 0.477; <x> 0.000

***

<w>
Here is an isolated molecule of CH2ClOP from OMol25. Energies are from ωB97M-V/def2-TZVPD.

Calculated values
HOMO-LUMO gap = 9.31 eV
M = 96.45 g mol⁻¹

Each line ends with the Löwdin charge.
Atoms and positions in Å:
O (0.809, 1.798, 0.761)  0.012
C (-0.105, 1.240, 1.115)  -0.255
P (-0.600, -0.692, 0.016)  0.158
Cl (1.184, -1.005, 0.237)  0.256
H (-1.022, -1.645, -1.156)  -0.077
H (-0.267, 0.303, -0.973)  -0.095

***

<x>
Here is an isolated molecule of CH2ClOP from OMol25. Energies are from ωB97M-V/def2-TZVPD.

Calculated values
HOMO-LUMO gap = 10.77 eV
M = 96.45 g mol⁻¹

Each line ends with the Löwdin charge.
Atoms and positions in Å:
O (-0.723, 1.412, -0.793)  0.015
C (-0.527, 0.513, -0.084)  -1.011
P (1.050, -0.175, 0.625)  0.857
Cl (-1.919, -0.695, 0.361)  0.418
H (1.660, 0.251, -0.548)  -0.086
H (0.459, -1.307, 0.439)  -0.192

***

Energy above the most stable structure, in eV: <w> 1.284; <x> 0.000

***

<w>
Here is a cluster of 9 separate species, H18O9 in total from OMol25. Energies are from ωB97M-V/def2-TZVPD.

Calculated values
HOMO-LUMO gap = 9.20 eV
M = 162.14 g mol⁻¹

Each line ends with the Löwdin charge.
Atoms and positions in Å:
O (1.885, -1.339, -2.054)  -0.123
H (2.140, -2.206, -1.651)  0.058
H (0.975, -1.272, -2.531)  0.082
O (-0.384, -0.380, 0.189)  -0.005
H (0.523, -0.365, 0.384)  -0.021
H (-0.335, 0.417, -0.332)  0.070
O (-1.978, 0.594, -2.551)  -0.118
H (-2.789, 0.264, -2.965)  0.045
H (-1.136, 0.873, -3.166)  0.143
O (2.144, -2.010, 2.629)  -0.079
H (2.324, -1.357, 1.872)  0.024
H (2.997, -1.892, 3.022)  0.024
O (-1.685, -2.432, -1.414)  0.055
H (-1.460, -1.737, -1.009)  -0.136
H (-1.135, -2.973, -0.915)  0.020
O (-0.699, -1.187, 2.476)  -0.135
H (0.226, -1.523, 2.638)  0.000
H (-0.627, -0.670, 1.598)  -0.030
O (-2.214, 2.731, -0.164)  -0.022
H (-2.282, 3.658, -0.300)  0.059
H (-2.696, 2.327, -0.919)  0.086
O (2.262, -0.064, 0.606)  -0.144
H (3.262, 0.325, 0.677)  0.169
H (1.851, 0.665, 1.212)  0.121
O (-0.383, 3.280, 1.219)  -0.143
H (-1.223, 2.887, 0.823)  -0.051
H (0.424, 3.399, 0.635)  0.050

***

<x>
Here is a cluster of 9 separate species, H18O9 in total from OMol25. Energies are from ωB97M-V/def2-TZVPD.

Calculated values
HOMO-LUMO gap = 10.03 eV
M = 162.14 g mol⁻¹

Each line ends with the Löwdin charge.
Atoms and positions in Å:
O (17.303, -12.161, -23.365)  -0.048
H (16.544, -12.526, -23.829)  0.027
H (17.020, -12.122, -22.430)  0.036
O (19.789, -11.476, -26.205)  -0.082
H (19.543, -11.378, -25.261)  -0.006
H (20.682, -11.833, -26.191)  0.029
O (14.540, -11.242, -24.023)  -0.060
H (14.902, -10.581, -24.631)  0.082
H (13.636, -10.948, -23.857)  0.073
O (15.642, -12.790, -26.225)  -0.046
H (15.282, -12.265, -25.494)  -0.025
H (15.782, -13.673, -25.863)  0.045
O (13.123, -13.584, -23.279)  -0.054
H (13.907, -13.044, -23.469)  -0.007
H (12.490, -12.980, -22.877)  0.033
O (19.394, -13.204, -21.634)  -0.049
H (18.757, -12.872, -22.284)  -0.006
H (19.417, -14.156, -21.782)  0.051
O (16.709, -11.330, -20.574)  -0.039
H (16.905, -10.710, -19.862)  0.069
H (15.746, -11.340, -20.633)  0.059
O (17.860, -13.290, -18.904)  -0.080
H (17.945, -13.030, -19.829)  -0.022
H (18.736, -13.608, -18.666)  0.032
O (19.186, -10.085, -23.875)  -0.064
H (18.764, -9.315, -24.270)  0.052
H (18.472, -10.745, -23.789)  -0.001

***

<y>
Here is a cluster of 9 separate species, H18O9 in total from OMol25. Energies are from ωB97M-V/def2-TZVPD.

Calculated values
HOMO-LUMO gap = 11.01 eV
M = 162.14 g mol⁻¹

Each line ends with the Löwdin charge.
Atoms and positions in Å:
O (0.350, 0.868, 0.338)  -0.095
H (0.133, 1.811, 0.260)  0.062
H (0.590, 0.762, -0.610)  0.029
O (-0.525, -0.078, -1.961)  -0.042
H (-1.421, 0.095, -1.687)  0.069
H (-0.093, -0.929, -2.005)  0.067
O (2.077, 1.194, 2.949)  -0.034
H (2.962, 0.822, 2.924)  0.054
H (1.479, 0.499, 2.708)  0.031
O (-0.435, -1.756, 0.570)  -0.058
H (0.411, -2.197, 0.662)  0.053
H (-0.317, -0.796, 0.451)  -0.004
O (1.429, 0.684, -4.049)  -0.069
H (0.874, 0.930, -4.798)  0.036
H (0.756, 0.625, -3.360)  -0.018
O (2.540, -0.239, -0.803)  -0.050
H (2.504, 0.324, -0.015)  0.025
H (3.412, -0.007, -1.130)  0.052
O (-2.870, -3.255, 0.515)  -0.072
H (-2.044, -2.787, 0.309)  -0.010
H (-2.583, -4.155, 0.689)  0.036
O (0.471, 3.291, 1.943)  -0.072
H (1.230, 2.687, 1.947)  -0.006
H (0.491, 3.667, 2.827)  0.041
O (-4.116, -0.455, 0.420)  -0.060
H (-3.994, -1.306, -0.014)  0.009
H (-3.311, -0.301, 0.921)  0.023

***

<z>
Here is a cluster of 9 separate species, H18O9 in total from OMol25. Energies are from ωB97M-V/def2-TZVPD.

Calculated values
HOMO-LUMO gap = 9.92 eV
M = 162.14 g mol⁻¹

Each line ends with the Löwdin charge.
Atoms and positions in Å:
O (1.216, 0.269, -2.474)  -0.045
H (0.980, 0.243, -1.536)  0.011
H (1.559, -0.627, -2.585)  0.043
O (1.493, -1.784, 2.973)  -0.053
H (1.163, -2.628, 3.328)  0.064
H (1.740, -2.114, 2.095)  0.028
O (0.748, -1.408, -0.029)  -0.059
H (-0.209, -1.442, -0.248)  0.084
H (0.855, -2.352, -0.242)  0.074
O (-3.660, 1.541, -0.924)  -0.059
H (-3.705, 2.466, -1.158)  0.036
H (-3.573, 0.837, -1.568)  0.000
O (-2.177, 0.287, -3.114)  -0.059
H (-2.786, 0.845, -3.610)  0.045
H (-1.338, 0.759, -3.073)  0.032
O (-0.291, 0.343, 2.615)  -0.076
H (-0.378, 0.079, 1.698)  -0.005
H (0.130, -0.413, 3.067)  0.008
O (3.360, -0.359, -0.169)  -0.045
H (3.709, -1.258, -0.184)  0.046
H (2.614, -0.342, -0.776)  -0.027
O (-3.189, -0.563, 2.079)  -0.065
H (-3.079, 0.236, 2.601)  0.033
H (-3.376, -0.296, 1.173)  0.012
O (2.743, 2.887, -0.189)  -0.060
H (2.870, 1.990, -0.513)  -0.004
H (2.581, 2.803, 0.760)  0.041

***

Energy above the most stable structure, in eV: <w> 3.258; <x> 0.194; <y> 0.000; <z> 0.818

***

<w>
Here is the ion C4H11N2S with charge -1 from OMol25. Energies are from ωB97M-V/def2-TZVPD.

Calculated values
HOMO-LUMO gap = 5.76 eV
total charge = -1
M = 119.21 g mol⁻¹

Each line ends with the Löwdin charge.
Atoms and positions in Å:
N (1.092, -1.473, 2.407)  -0.026
C (0.020, -0.828, 1.637)  -0.288
C (0.163, -1.216, 0.118)  -0.244
N (-0.761, -0.458, -0.759)  -0.087
C (-0.045, 0.629, -1.526)  -0.384
C (-0.778, 1.935, -1.515)  -0.795
S (-0.097, 3.072, -2.811)  0.027
H (1.206, -1.132, 3.347)  0.048
H (1.938, -1.410, 1.858)  0.051
H (0.007, 0.282, 1.670)  0.108
H (-0.941, -1.197, 1.947)  0.087
H (1.164, -0.893, -0.159)  0.087
H (-0.009, -2.300, 0.052)  0.101
H (-1.469, -0.054, -0.152)  0.073
H (1.046, 0.718, -1.388)  0.087
H (-0.052, 0.174, -2.542)  0.088
H (-1.840, 1.777, -1.686)  0.029
H (-0.644, 2.374, -0.499)  0.039

***

<x>
Here is the ion C4H11N2S with charge -1 from OMol25. Energies are from ωB97M-V/def2-TZVPD.

Calculated values
HOMO-LUMO gap = 6.41 eV
total charge = -1
M = 119.21 g mol⁻¹

Each line ends with the Löwdin charge.
Atoms and positions in Å:
C (-0.831, -1.410, -0.409)  -0.101
C (-0.794, 0.103, -0.560)  -0.493
C (-1.293, 0.814, 0.706)  -0.796
S (-3.067, 0.659, 0.985)  0.119
N (0.540, 0.534, -1.110)  -0.052
C (1.737, 0.058, -0.417)  -0.342
N (1.817, 0.204, 1.039)  0.003
H (-0.511, -1.880, -1.342)  0.071
H (-1.831, -1.685, -0.150)  0.032
H (-0.190, -1.757, 0.405)  0.061
H (-1.420, 0.385, -1.376)  0.096
H (-0.681, 0.453, 1.541)  0.027
H (-1.061, 1.860, 0.580)  0.019
H (0.530, 1.548, -1.027)  0.084
H (1.854, -0.972, -0.732)  0.091
H (2.588, 0.586, -0.853)  0.091
H (1.332, -0.549, 1.504)  0.040
H (1.281, 1.049, 1.216)  0.049

***

<y>
Here is the ion C4H11N2S with charge -1 from OMol25. Energies are from ωB97M-V/def2-TZVPD.

Calculated values
HOMO-LUMO gap = 5.92 eV
total charge = -1
M = 119.21 g mol⁻¹

Each line ends with the Löwdin charge.
Atoms and positions in Å:
C (0.937, -1.791, 1.883)  -0.183
N (1.003, -0.727, 0.939)  -0.145
C (-0.250, -0.267, 0.378)  -0.223
C (-0.021, 0.842, -0.685)  -0.499
N (0.462, 0.138, -1.916)  -0.014
C (-1.246, 1.717, -0.838)  -0.740
S (-1.224, 2.728, -2.382)  0.097
H (0.654, -2.771, 1.487)  0.065
H (1.976, -1.984, 2.206)  0.073
H (0.348, -1.564, 2.787)  0.066
H (1.812, -0.164, 0.942)  0.091
H (-0.801, 0.163, 1.247)  0.111
H (-0.827, -1.074, -0.068)  0.106
H (0.831, 1.475, -0.426)  0.112
H (-0.061, 0.639, -2.656)  -0.030
H (-0.032, -0.752, -2.015)  0.041
H (-1.411, 2.288, 0.081)  0.041
H (-2.149, 1.103, -0.962)  0.030

***

Energy above the most stable structure, in eV: <w> 0.690; <x> 0.000; <y> 0.488